(1)
This record from the Open Molecules 2025 dataset describes a cluster of 5 separate species, C28H47N5O3Si in total in a non-equilibrium geometry. The level of theory is wB97M-V/def2-TZVPD.

Properties
SMILES = CCCCO[Si@@H](Cc1cccc(C)c1)ON=O.CCCC#N.CCCC#N.CCCC#N.CCCC#N
Max |F| = 10.840 eV/Å
Calculated total energy = -51252.98800 eV
2S+1 = 1

```
84
Properties=species:S:1:pos:R:3:forces:R:3:mulliken_charge:R:1
C -4.406 3.815 2.168 0.7 -0.4 0.4 -0.76
C -6.008 3.801 1.819 0.6 -0.2 0.4 -0.32
C -6.777 2.393 2.287 0.1 -0.4 -0.4 -0.61
C -5.803 1.420 3.177 0.8 0.5 -0.6 0.14
O -6.463 0.242 3.764 2.2 -0.8 0.3 -0.49
Si -5.179 -0.955 4.007 -0.8 1.2 -0.2 0.34
C -3.460 -0.215 4.431 1.8 0.4 0.9 -0.01
C -2.245 -0.577 3.403 3.9 -0.7 -2.2 0.66
C -0.696 -0.284 3.962 0.3 -1.7 -4.4 -0.47
C 0.624 -0.621 2.993 -3.2 -0.6 -1.1 -0.64
C 0.497 -1.276 1.478 -4.3 0.9 2.3 -0.44
C -1.041 -1.547 0.922 0.9 1.1 3.0 0.28
C -1.352 -2.197 -0.586 -1.0 0.6 1.3 -0.82
C -2.356 -1.178 1.887 3.2 0.6 1.4 -0.42
O -5.604 -2.176 5.243 -0.6 1.5 -1.6 -0.20
N -5.407 -3.388 4.638 4.8 -0.7 0.0 0.21
O -4.198 -3.525 4.378 -4.2 0.0 0.5 -0.28
H -3.848 2.911 1.646 -1.2 1.9 1.0 0.16
H -4.162 3.701 3.328 -0.8 0.3 -2.6 0.13
H -3.855 4.801 1.829 -1.4 -1.9 0.5 0.34
H -6.509 4.677 2.413 0.9 -1.5 -1.5 0.23
H -6.093 3.919 0.638 -0.1 -0.1 2.7 0.27
H -7.072 1.865 1.258 0.5 0.8 2.5 0.22
H -7.750 2.601 2.912 1.9 -0.3 -1.3 0.28
H -5.298 2.000 4.089 -1.0 -1.0 -2.3 0.14
H -4.983 0.993 2.421 -1.3 1.3 1.6 0.12
H -5.105 -1.713 2.732 -0.2 0.2 0.4 -0.12
H -3.442 0.960 4.587 -0.2 -2.6 -0.5 -0.05
H -3.150 -0.666 5.492 -0.6 0.9 -2.3 0.40
H -0.452 0.177 5.010 -0.8 -1.0 -2.2 0.29
H 1.711 -0.382 3.409 -2.6 -0.6 -0.9 0.20
H 1.431 -1.550 0.797 -2.3 0.7 1.7 0.35
H -2.156 -1.468 -1.081 2.1 -1.6 0.8 0.27
H -1.914 -3.240 -0.461 1.5 2.2 -0.2 0.28
H -0.379 -2.312 -1.231 -2.0 0.4 1.4 0.20
H -3.404 -1.376 1.408 2.2 0.4 1.1 0.08
C 1.469 -2.089 -4.970 0.2 -0.2 -0.1 -0.69
C 1.085 -0.812 -5.711 0.1 -0.5 -0.2 -0.52
C 0.625 0.306 -4.773 -0.9 -0.4 0.4 -0.19
C -0.601 -0.147 -3.997 -6.8 -2.2 4.5 0.31
N -1.618 -0.523 -3.353 8.1 3.0 -5.3 -0.57
H 0.617 -2.515 -4.430 0.0 0.1 0.0 0.49
H 1.818 -2.848 -5.677 -0.1 0.1 0.0 -0.09
H 2.273 -1.897 -4.250 -0.5 -0.3 -0.7 0.30
H 0.289 -1.045 -6.430 0.1 0.2 0.1 0.31
H 1.948 -0.463 -6.289 -0.1 0.1 0.1 0.33
H 0.375 1.202 -5.350 -0.2 -0.1 0.2 0.37
H 1.421 0.568 -4.068 -0.2 -0.1 0.0 0.04
C 5.660 0.457 -1.153 0.1 0.0 0.0 -1.10
C 4.427 1.293 -0.825 0.4 0.1 -0.2 -0.53
C 3.234 0.444 -0.381 -0.2 -0.4 -1.0 -0.20
C 2.842 -0.513 -1.495 -2.4 -5.4 -5.9 0.18
N 2.517 -1.306 -2.420 2.8 6.5 8.2 -0.62
H 5.477 -0.221 -1.992 0.0 0.0 0.1 0.32
H 6.495 1.107 -1.437 -0.1 -0.1 0.1 0.33
H 5.971 -0.140 -0.288 0.0 0.1 -0.1 0.29
H 4.155 1.885 -1.707 -0.1 -0.1 0.2 0.30
H 4.679 2.001 -0.027 -0.2 -0.1 0.0 0.34
H 2.381 1.089 -0.145 0.0 -0.3 -0.1 0.31
H 3.484 -0.131 0.517 -0.1 -0.1 -0.2 0.31
C 6.595 -4.462 -7.652 0.1 0.0 0.0 -1.13
C 5.365 -5.116 -7.030 0.4 -0.1 0.0 -0.48
C 4.121 -4.228 -7.096 0.3 0.8 0.7 -0.36
C 4.372 -2.935 -6.338 1.2 7.4 4.2 0.32
N 4.580 -1.862 -5.708 -1.5 -8.6 -5.1 -0.54
H 6.880 -3.549 -7.121 -0.1 -0.1 -0.1 0.35
H 7.451 -5.143 -7.608 -0.1 0.1 -0.1 0.33
H 6.415 -4.209 -8.703 0.1 0.0 0.1 0.29
H 5.588 -5.367 -5.985 -0.2 0.0 -0.2 0.30
H 5.161 -6.058 -7.551 -0.1 0.1 0.1 0.33
H 3.266 -4.746 -6.651 0.1 0.3 0.0 0.32
H 3.872 -3.993 -8.137 0.0 0.1 0.2 0.32
C 1.262 4.172 4.653 0.1 0.0 -0.1 -1.10
C 0.372 4.524 5.841 0.2 0.3 -0.2 -0.45
C -0.532 3.367 6.271 -0.7 0.0 -0.9 -0.43
C -1.451 2.980 5.123 -5.3 -2.3 -6.2 0.33
N -2.213 2.658 4.171 6.3 2.8 7.7 -0.48
H 0.672 3.937 3.762 0.0 0.0 0.1 0.33
H 1.910 5.017 4.400 -0.1 -0.1 0.1 0.33
H 1.899 3.310 4.882 -0.1 0.1 -0.1 0.28
H -0.239 5.397 5.580 0.0 -0.2 0.1 0.30
H 1.006 4.816 6.686 -0.2 -0.1 0.0 0.32
H -1.139 3.665 7.132 -0.1 -0.2 -0.2 0.31
H 0.068 2.498 6.562 -0.2 0.0 -0.2 0.28
```
Forces are in eV/Å.


(2)
This record from the Open Molecules 2025 dataset describes a structure of composition C29H43CoN3O4 in a non-equilibrium geometry. The level of theory is wB97M-V/def2-TZVPD.

Properties
Max |F| = 2.645 eV/Å
Calculated total energy = -81051.82556 eV
Total charge = +1
ΔE to the lowest compared entry with this formula, charge and spin = 34.1 kJ/mol
2S+1 = 5

```
80
Properties=species:S:1:pos:R:3:forces:R:3:mulliken_charge:R:1
Co -2.544 -0.558 0.122 -1.8 1.8 -0.7 -0.01
C 2.660 4.635 -0.732 0.0 -0.2 -0.1 -1.64
C 2.488 3.276 -1.432 0.3 0.1 0.0 1.94
C 2.678 3.454 -2.949 -0.1 0.0 0.2 -1.66
C 3.567 2.317 -0.930 -0.2 0.1 0.0 -2.18
C 1.094 2.772 -1.149 0.1 -0.8 0.5 -0.87
C 0.833 1.660 -0.345 0.1 0.2 -0.2 -0.23
C -0.473 1.209 -0.198 0.0 0.3 -0.2 0.00
N -0.875 0.104 0.483 0.7 0.0 0.7 -0.02
C -0.069 -0.934 0.910 0.2 0.3 0.3 -1.35
C 0.981 -0.909 1.796 -0.2 0.2 -0.2 -0.07
C 1.622 -2.109 2.134 0.0 0.6 0.2 -0.52
C 1.228 -3.276 1.478 -0.8 -0.5 -0.8 -0.02
C 0.186 -3.356 0.561 0.6 -0.6 0.2 -0.67
C -0.541 -2.171 0.325 0.1 0.4 0.1 2.52
O -1.624 -2.031 -0.387 0.6 -1.3 -0.1 -1.37
C -0.094 -4.692 -0.110 -0.1 -0.3 0.0 1.83
C -1.218 -4.612 -1.140 0.0 0.0 0.0 -1.98
C 1.183 -5.150 -0.834 -0.2 0.1 0.1 -1.63
C -0.490 -5.724 0.960 0.0 0.1 -0.2 -1.62
C 2.669 -2.111 3.225 0.2 0.0 0.2 2.00
C 3.775 -1.097 2.894 -0.1 -0.1 -0.1 -1.67
C 3.318 -3.481 3.433 -0.1 0.2 -0.1 -2.14
C 1.973 -1.696 4.534 0.0 -0.1 -0.1 -1.61
C -1.562 1.840 -0.933 0.6 0.0 0.0 1.35
O -2.660 1.198 -1.001 -0.1 -0.9 0.6 -1.08
C -1.301 3.075 -1.614 0.5 0.2 -0.1 -0.50
C 0.015 3.474 -1.705 -1.1 0.0 -0.1 -0.13
C -2.443 3.883 -2.181 -0.4 0.1 -0.1 2.11
C -3.307 3.017 -3.108 0.0 0.0 0.1 -1.59
C -1.968 5.106 -2.970 0.0 -0.3 0.2 -2.17
C -3.296 4.355 -0.991 0.1 0.0 -0.1 -1.56
H 3.666 5.003 -0.911 0.2 0.1 0.0 0.47
H 2.511 4.536 0.339 0.0 0.0 0.2 0.36
H 1.955 5.373 -1.107 -0.1 0.1 0.0 0.34
H 3.698 3.771 -3.145 0.1 0.0 0.0 0.47
H 2.014 4.205 -3.367 -0.1 0.1 0.0 0.36
H 2.503 2.516 -3.470 0.0 -0.1 -0.1 0.39
H 4.545 2.683 -1.232 0.1 0.0 0.0 0.47
H 3.433 1.326 -1.357 0.0 -0.1 0.0 0.45
H 3.562 2.248 0.155 0.0 -0.1 0.2 0.40
H 1.632 1.125 0.142 0.1 0.0 0.0 0.77
H 1.256 0.015 2.276 0.0 0.2 0.0 1.00
H 1.745 -4.189 1.711 0.1 -0.2 0.0 0.62
H -1.001 -3.864 -1.897 -0.1 0.0 -0.1 0.36
H -2.163 -4.365 -0.666 -0.1 0.0 0.0 0.30
H -1.328 -5.575 -1.634 0.0 -0.1 0.0 0.54
H 1.484 -4.408 -1.569 0.1 0.1 -0.1 0.38
H 0.994 -6.088 -1.349 0.0 -0.1 0.0 0.46
H 2.008 -5.303 -0.146 0.1 0.0 0.1 0.34
H -1.345 -5.376 1.533 -0.1 0.0 0.1 0.36
H 0.323 -5.928 1.651 0.1 0.0 0.1 0.34
H -0.761 -6.657 0.474 0.0 -0.1 0.0 0.48
H 4.222 -1.320 1.928 0.1 0.0 -0.1 0.38
H 4.551 -1.155 3.652 0.1 0.0 0.1 0.50
H 3.401 -0.078 2.881 0.0 0.1 0.0 0.35
H 3.806 -3.829 2.526 0.1 -0.1 -0.1 0.45
H 2.589 -4.219 3.758 -0.1 -0.2 0.0 0.43
H 4.077 -3.407 4.207 0.0 0.0 0.1 0.44
H 1.517 -0.714 4.455 0.0 0.1 0.0 0.36
H 2.706 -1.669 5.336 0.1 0.0 0.1 0.44
H 1.195 -2.410 4.796 -0.1 -0.1 0.1 0.40
H 0.237 4.373 -2.249 0.0 0.1 -0.1 0.52
H -2.710 2.612 -3.920 0.1 -0.1 -0.2 0.35
H -4.107 3.620 -3.528 -0.1 0.1 -0.1 0.50
H -3.750 2.194 -2.556 -0.1 0.0 -0.1 0.25
H -1.379 4.810 -3.835 0.1 0.0 -0.1 0.42
H -1.386 5.781 -2.348 0.1 0.1 0.0 0.41
H -2.834 5.654 -3.327 -0.1 0.1 0.0 0.45
H -3.630 3.511 -0.392 -0.1 0.0 0.1 0.34
H -4.170 4.885 -1.359 -0.1 0.1 0.0 0.42
H -2.725 5.027 -0.356 0.0 0.1 0.1 0.36
N -4.383 -1.266 -0.324 -0.2 0.2 0.0 -0.13
N -5.108 -1.087 0.882 -0.2 -0.3 -0.1 -0.25
C -4.623 -0.119 1.789 -1.2 -0.3 0.2 0.62
O -5.319 0.261 2.690 0.0 0.0 -0.1 -0.60
O -3.403 0.238 1.554 1.6 0.2 -0.3 -0.51
H -4.787 -0.716 -1.095 0.2 -0.1 0.3 0.36
H -4.415 -2.252 -0.596 0.2 0.3 0.1 0.37
H -6.110 -1.235 0.859 0.2 0.1 -0.1 0.26
```
Forces are in eV/Å.


(3)
This record from the Open Molecules 2025 dataset describes a structure of composition C43H44N2O3P2SSc in a non-equilibrium geometry. The level of theory is wB97M-V/def2-TZVPD.

Properties
Max |F| = 6.234 eV/Å
Calculated total energy = -104521.11436 eV
Total charge = +1
2S+1 = 1

```
96
Properties=species:S:1:pos:R:3:forces:R:3:mulliken_charge:R:1
Sc 0.000 0.000 0.000 -1.3 -5.5 0.9 -2.68
C -0.671 2.046 1.879 0.5 0.8 0.6 -1.00
C 0.802 1.632 2.127 -0.3 -0.1 1.4 -0.65
N 1.510 1.062 0.975 1.3 1.2 0.9 0.49
C 2.064 2.029 0.031 0.7 1.2 1.7 1.27
C 1.067 2.783 -0.854 -0.1 1.1 1.5 -1.39
S -0.110 1.675 -1.704 -1.8 4.1 1.3 0.72
C -1.692 2.309 -1.028 1.8 1.8 4.5 0.54
C -2.305 1.475 0.115 0.2 2.1 1.0 -0.35
N -1.401 1.011 1.154 1.7 3.6 1.5 0.73
H -1.161 2.218 2.845 0.3 0.1 0.1 0.42
H -0.693 3.011 1.367 -0.2 -0.2 -0.2 0.37
H 1.362 2.472 2.555 -0.1 0.1 -0.1 0.58
H 0.787 0.855 2.902 0.1 0.0 -0.2 0.47
H 2.283 0.437 1.305 -1.5 1.2 -0.2 -0.45
H 2.700 2.750 0.560 -0.2 0.3 0.1 0.42
H 2.741 1.476 -0.633 -0.6 1.2 2.8 -1.17
H 0.551 3.557 -0.282 -0.2 -0.3 -0.1 0.72
H 1.627 3.309 -1.635 -0.7 0.0 0.7 0.34
H -1.576 3.354 -0.724 0.3 0.0 0.2 0.93
H -2.406 2.318 -1.860 1.5 1.9 3.3 -1.14
H -3.130 2.041 0.565 0.0 0.3 -0.1 0.45
H -2.764 0.585 -0.334 0.7 1.5 1.5 -0.86
H -1.863 0.350 1.821 1.2 1.7 0.0 -0.07
O -0.250 -1.922 -3.677 0.0 -0.1 0.5 -0.39
C -1.327 -2.787 -3.480 -1.0 -0.3 -0.1 0.41
C -1.663 -3.770 -4.424 -0.1 0.0 0.1 -0.52
C -2.827 -4.531 -4.297 0.3 0.3 0.2 -0.93
C -3.693 -4.299 -3.240 0.0 0.2 0.2 -0.86
C -3.389 -3.312 -2.304 0.2 -0.1 -0.3 -0.48
C -2.203 -2.552 -2.391 0.0 -0.5 -0.6 1.11
P -1.837 -1.273 -1.148 0.1 -1.0 -0.5 2.65
C -2.938 0.054 -1.724 -0.6 -0.5 -3.1 0.09
C -2.377 1.062 -2.528 -2.4 -4.7 -3.3 -0.36
C -3.153 2.117 -3.012 -3.7 -0.9 -3.9 -0.46
C -4.508 2.182 -2.700 1.0 0.4 -0.7 -0.93
C -5.085 1.187 -1.914 0.3 -1.2 0.9 -1.04
C -4.308 0.127 -1.437 -1.8 0.4 -1.1 0.37
C -2.477 -1.847 0.448 -1.4 -1.9 -0.1 -0.62
C -2.409 -3.199 0.824 -0.2 0.0 -0.7 -0.81
C -2.862 -3.629 2.075 -0.3 0.6 0.7 -0.51
C -3.362 -2.709 2.991 0.2 -1.1 0.0 -0.82
C -3.393 -1.358 2.662 0.3 0.7 -0.9 -0.88
C -2.943 -0.932 1.408 -3.3 -1.2 1.4 -0.04
C 1.012 -2.471 -3.837 0.8 0.1 -0.4 -0.70
C 1.363 -3.043 -5.070 0.1 -0.2 0.1 -0.28
C 2.611 -3.633 -5.259 -0.3 0.2 0.2 -0.81
C 3.542 -3.614 -4.231 0.0 0.2 0.4 -0.84
C 3.245 -2.946 -3.042 -0.2 0.1 -0.4 -0.23
C 1.998 -2.319 -2.837 -0.3 -0.5 -0.3 1.27
P 1.734 -1.242 -1.372 0.9 -0.6 -0.9 3.34
C 2.935 0.088 -1.697 1.1 -0.8 -1.7 -0.25
C 4.323 -0.035 -1.548 0.1 0.2 -0.2 -0.51
C 5.178 1.034 -1.837 -0.2 -0.2 0.2 -0.96
C 4.656 2.246 -2.280 -0.2 0.0 0.0 -0.96
C 3.281 2.390 -2.435 0.5 -0.7 -1.2 0.02
C 2.430 1.320 -2.146 2.4 -1.6 -3.6 -0.94
C 2.375 -2.213 0.025 0.8 -0.5 0.4 -0.13
C 2.104 -3.589 0.118 0.0 0.0 0.0 -0.74
C 2.543 -4.344 1.208 0.0 0.4 -0.1 -0.72
C 3.248 -3.732 2.240 0.1 0.0 -0.2 -0.68
C 3.496 -2.364 2.188 -0.1 0.1 -0.3 -0.97
C 3.051 -1.610 1.098 0.3 -0.7 0.0 -0.14
H -1.058 -3.951 -5.302 0.1 0.1 0.2 0.20
H -3.067 -5.284 -5.043 0.1 0.1 0.1 0.43
H -4.614 -4.870 -3.149 0.1 0.1 0.0 0.46
H -4.104 -3.135 -1.504 0.3 0.1 0.0 0.32
H -1.321 1.028 -2.793 -1.4 -0.8 -1.2 0.59
H -2.698 2.883 -3.634 0.0 -0.1 0.1 0.59
H -5.113 3.003 -3.073 0.2 -0.1 0.1 0.44
H -6.144 1.233 -1.674 0.2 -0.1 0.0 0.46
H -4.792 -0.640 -0.837 0.2 0.0 0.0 0.42
H -1.989 -3.941 0.148 -0.1 0.2 0.0 0.37
H -2.809 -4.683 2.336 0.0 0.2 0.0 0.44
H -3.706 -3.041 3.967 0.0 0.0 -0.2 0.41
H -3.754 -0.629 3.383 0.1 0.0 -0.1 0.52
H -2.951 0.136 1.195 -2.3 -1.9 0.1 0.42
H 0.674 -3.012 -5.908 0.0 0.0 0.3 0.62
H 2.857 -4.096 -6.211 -0.1 0.1 0.1 0.41
H 4.517 -4.075 -4.366 -0.2 0.1 0.1 0.45
H 4.020 -2.900 -2.281 -0.2 0.1 0.0 0.34
H 4.766 -0.966 -1.204 -0.2 0.1 0.0 0.38
H 6.251 0.916 -1.716 -0.2 0.0 0.0 0.47
H 5.321 3.075 -2.507 -0.1 -0.1 0.0 0.46
H 2.867 3.333 -2.782 0.3 -0.2 -0.2 0.73
H 1.358 1.459 -2.281 2.8 -1.0 -1.5 0.39
H 1.530 -4.093 -0.658 0.2 0.2 0.0 0.43
H 2.322 -5.407 1.254 0.0 0.2 0.0 0.46
H 3.586 -4.316 3.092 -0.1 0.1 -0.1 0.40
H 4.025 -1.875 3.002 -0.1 -0.1 -0.1 0.43
H 3.231 -0.537 1.107 0.7 -0.7 -0.2 0.36
O 0.862 -2.364 3.391 -1.4 1.2 -2.3 -0.69
C 0.181 -2.321 2.332 0.5 -3.1 3.2 -0.38
O 0.103 -1.442 1.434 1.0 1.0 0.0 0.38
H -0.479 -3.237 2.157 0.8 0.9 0.0 0.23
H -1.462 -0.779 0.847 2.0 0.6 -2.3 0.66
```
Forces are in eV/Å.